[1]
# C4H4FN

A cluster of 2 separate species, C4H4FN in total (ωB97M-V with the def2-TZVPD basis set, the OMol25 dataset).

Geometry as XYZ:
```
10
Properties=species:S:1:pos:R:3:forces:R:3:nbo_charge:R:1
C 1.772 0.498 0.262 1.082 1.191 1.245 0.171
C -0.801 0.098 -0.047 1.079 0.252 1.196 -0.148
C 1.637 -0.770 -0.201 -0.778 0.027 -3.510 -0.376
C -2.091 0.028 -0.172 0.759 0.107 -0.475 0.096
N 1.880 1.552 0.724 0.085 0.298 -0.023 -0.281
F -2.805 0.908 0.582 -0.537 -0.716 -0.633 -0.323
H -0.278 0.709 0.681 -0.156 -0.006 -0.271 0.186
H 1.347 -1.571 0.421 0.031 -0.768 0.402 0.241
H 1.845 -0.833 -1.322 -0.354 -0.560 1.802 0.248
H -2.505 -0.620 -0.927 -1.212 0.175 0.267 0.186
```
Positions in Å, forces in eV/Å.

Calculated values
* HOMO-LUMO gap (spin up / spin down): 0.32433 / 0.32673 Ha
* relative energy (zero: lowest compared OMol25 entry of this formula, charge and spin): 5.2398 eV
* HOMO energy (spin up / spin down): -9.8971 / -10.4086 eV

=====

[2]
# C3H2BrCl

A cluster of 2 separate species, C3H2BrCl in total (ωB97M-V with the def2-TZVPD basis set, the OMol25 dataset).

Geometry as XYZ:
```
7
Properties=species:S:1:pos:R:3:forces:R:3:nbo_charge:R:1
C 0.275 0.843 0.791 0.140 -0.735 -2.199 -0.046
C 0.343 0.126 -0.195 0.060 1.067 2.351 -0.131
C 0.274 -0.861 -1.149 2.691 2.344 -2.664 -0.028
Cl 1.622 -1.558 -1.954 0.064 0.358 0.593 0.122
Br -0.370 0.909 -3.187 0.143 -1.224 1.364 -0.380
H 0.213 1.693 1.414 0.032 0.112 0.583 0.248
H -0.455 -1.547 -1.149 -3.131 -1.922 -0.029 0.216
```
Positions in Å, forces in eV/Å.

Calculated values
* HOMO-LUMO gap (spin up / spin down): 0.24832 / 0.24771 Ha
* relative energy (zero: lowest compared OMol25 entry of this formula, charge and spin): 1.6003 eV
* HOMO energy (spin up / spin down): -9.4108 / -9.4001 eV

=====

[3]
# C3H10NS

A cluster of 2 separate species, C3H10NS in total (ωB97M-V with the def2-TZVPD basis set, the OMol25 dataset).

Geometry as XYZ:
```
15
Properties=species:S:1:pos:R:3:forces:R:3:nbo_charge:R:1
C 2.044 0.928 0.320 1.036 2.021 -0.454 0.147
N 2.027 0.224 -0.734 0.802 -3.191 1.035 -0.598
H 2.169 0.528 1.329 -0.363 -0.093 -0.304 0.264
H 2.112 2.025 0.102 -0.354 -0.871 0.798 0.252
H 2.118 0.672 -1.638 -0.115 -0.223 -0.358 0.463
H 2.171 -0.856 -0.628 -0.442 2.427 -0.743 0.473
C -1.050 -1.001 0.590 0.360 -1.684 1.813 -0.677
C -1.481 -0.311 -0.665 -0.812 -1.791 -0.609 -0.552
S -2.858 0.832 -0.117 -0.475 -0.842 -1.301 0.751
H -1.017 -0.355 1.461 0.409 0.372 0.068 0.223
H -1.561 -1.881 1.004 -0.934 0.349 -0.775 0.289
H -0.091 -1.489 0.465 0.628 0.357 -0.281 0.237
H -1.589 -1.115 -1.580 -0.742 2.552 2.109 0.339
H -0.692 0.363 -0.875 0.636 0.922 -0.766 0.232
H -2.301 1.439 0.966 0.367 -0.304 -0.232 0.159
```
Positions in Å, forces in eV/Å.

Calculated values
* HOMO-LUMO gap (spin up / spin down): 0.41417 / 0.29980 Ha
* relative energy (zero: lowest compared OMol25 entry of this formula, charge and spin): 1.8688 eV
* net charge: +2
* HOMO energy (spin up / spin down): -20.5670 / -20.4633 eV
* multiplicity: 2

=====

[4]
# C4H12N2O

The molecule C4H12N2O (ωB97M-V with the def2-TZVPD basis set, the OMol25 dataset).

Geometry as XYZ:
```
19
Properties=species:S:1:pos:R:3:forces:R:3:nbo_charge:R:1
C -0.113 0.592 -1.429 0.133 -0.062 0.080 -0.649
C 0.672 -0.121 -0.345 -2.203 -0.395 2.023 0.321
C 1.877 0.673 0.129 -0.408 -0.154 0.112 -0.639
N 1.000 -1.434 -0.751 -0.708 -1.433 -0.653 -0.845
N -0.431 -0.517 0.870 1.420 1.062 -0.791 -0.728
C -1.621 0.244 1.146 0.173 0.343 -0.100 0.080
O -2.677 -0.148 0.291 -0.215 0.116 -0.088 -0.729
H -1.065 0.099 -1.605 -0.025 -0.044 -0.027 0.237
H -0.307 1.624 -1.152 -0.062 0.155 -0.009 0.208
H 0.473 0.565 -2.348 0.020 0.084 0.028 0.226
H 2.534 0.875 -0.716 -0.014 -0.013 -0.081 0.228
H 1.559 1.624 0.552 0.050 0.019 0.067 0.218
H 2.447 0.112 0.868 0.012 0.019 0.126 0.206
H 1.641 -1.884 -0.105 -0.026 0.103 0.019 0.353
H 0.076 -1.929 -0.628 1.607 0.264 -0.477 0.383
H 0.089 -0.682 1.728 0.044 0.043 -0.135 0.359
H -1.920 0.093 2.195 0.217 -0.001 -0.124 0.155
H -1.508 1.323 0.978 -0.074 -0.066 -0.005 0.151
H -2.727 -1.109 0.324 0.060 -0.039 0.035 0.465
```
Positions in Å, forces in eV/Å.

Calculated values
* HOMO-LUMO gap: 0.36684 Ha
* relative energy (zero: lowest compared OMol25 entry of this formula, charge and spin): 1.5971 eV
* HOMO energy: -9.0535 eV
* SMILES: CC(C)(N)NCO

=====

[5]
# H37O18

A cluster of 18 separate species, H37O18 in total (ωB97M-V with the def2-TZVPD basis set, the OMol25 dataset).

Geometry as XYZ:
```
55
Properties=species:S:1:pos:R:3:forces:R:3:nbo_charge:R:1
O -1.560 -3.151 1.512 -0.999 1.721 -0.768 -0.827
H 1.180 -3.287 2.903 0.609 0.021 0.268 0.482
H -0.757 -2.712 1.178 0.473 -0.208 0.473 0.520
O 3.218 3.368 -1.359 0.737 0.523 -0.612 -0.962
H -2.382 5.287 1.578 0.397 -0.557 0.320 0.480
O 5.438 1.183 -1.183 -0.193 -0.160 0.063 -0.956
H 5.089 0.901 -0.330 0.031 -0.067 0.026 0.480
H -1.116 -3.943 -4.542 -0.567 0.802 -0.263 0.468
O -4.399 -0.307 2.318 0.837 0.106 -0.038 -0.942
H 3.340 2.474 -1.692 0.514 -0.039 0.158 0.475
H -3.930 0.499 2.080 -0.488 0.318 -0.209 0.464
O -2.959 -1.884 -0.118 0.865 0.461 -0.054 -0.947
H -3.456 -2.490 -0.680 -0.046 0.073 0.026 0.508
H -2.252 -2.537 0.791 -0.567 -0.337 -1.574 0.515
O -2.416 5.657 2.462 -0.453 0.819 0.380 -0.956
H -2.011 5.119 3.149 0.069 -0.275 -0.705 0.477
H -0.009 -3.083 -4.977 -1.409 0.585 -0.107 0.457
O -4.030 3.794 -0.818 0.501 -0.577 0.046 -0.965
H 1.209 3.681 -0.884 0.837 0.251 -0.081 0.485
H -2.220 0.709 -1.645 -0.117 0.086 0.108 0.509
O 3.702 0.964 -3.817 0.204 0.779 -1.934 -0.968
H 3.050 1.346 -3.239 0.020 -0.850 0.647 0.475
H 4.195 0.180 -3.592 -0.336 0.023 1.102 0.494
O 1.545 -1.003 0.391 0.398 -1.264 0.071 -0.978
H 1.777 -1.068 -0.546 -0.159 0.347 0.033 0.489
H 5.165 -2.138 -0.103 0.654 0.616 0.118 0.476
O -0.996 -3.015 -4.847 1.951 -1.485 0.340 -0.924
H -4.954 3.947 -0.611 0.043 0.427 -0.081 0.484
H -3.643 -0.838 2.617 -0.497 0.000 0.170 0.468
O -0.359 -1.372 3.357 -0.028 -0.778 -0.253 -0.994
H -0.692 -0.970 4.164 0.196 0.372 -0.210 0.493
H -0.106 -0.698 2.711 -0.329 0.340 0.533 0.499
O -3.304 -2.359 3.662 0.806 0.041 -0.815 -0.990
H -4.228 -2.567 3.503 -0.161 -0.167 0.565 0.512
H -3.010 -2.569 4.549 -0.469 -0.207 0.193 0.506
O 2.129 -3.098 2.792 -0.381 0.077 -0.459 -0.962
H 2.090 -1.729 0.785 -0.672 1.031 0.221 0.506
H 2.619 -3.908 2.969 -0.218 0.019 0.055 0.484
O -0.794 0.413 1.058 -1.847 -1.956 -0.451 -1.058
H -1.111 1.241 1.402 1.421 0.536 0.082 0.520
H 0.074 0.025 0.893 0.720 1.412 0.109 0.531
O 0.463 -0.393 -3.593 -0.195 0.099 1.325 -0.978
H 1.009 -0.989 -4.108 -0.208 0.312 -0.468 0.493
H -0.036 0.215 -4.138 0.292 -0.156 -0.722 0.492
O 4.457 -1.768 0.440 -0.502 -1.354 -0.816 -0.925
H -1.904 -2.545 2.218 0.691 -0.592 1.193 0.560
H -2.574 -1.106 -0.754 -0.300 -1.238 0.763 0.541
O -2.151 -0.229 -1.857 0.187 0.310 -0.208 -0.935
H 6.008 1.927 -0.973 0.103 0.068 -0.014 0.477
H -1.313 -0.321 -2.342 -0.013 -0.331 0.103 0.521
O 0.988 4.315 -0.207 -1.560 0.290 0.739 -0.968
H 3.937 3.888 -1.785 -0.774 -0.614 0.348 0.487
H 1.747 4.838 0.051 0.323 -0.370 -0.409 0.481
H -3.595 4.616 -1.064 -0.462 0.109 0.044 0.481
H 3.839 -2.511 0.268 0.072 0.612 0.624 0.449
```
Positions in Å, forces in eV/Å.

Calculated values
* HOMO-LUMO gap: 0.36929 Ha
* relative energy (zero: lowest compared OMol25 entry of this formula, charge and spin): 5.0009 eV
* net charge: +1
* HOMO energy: -12.9065 eV

=====

[6]
# C19H60N6O11

A cluster of 11 separate species, C19H60N6O11 in total (ωB97M-V with the def2-TZVPD basis set, the OMol25 dataset).

Geometry as XYZ:
```
96
Properties=species:S:1:pos:R:3:forces:R:3:mulliken_charge:R:1
N 0.739 -0.152 4.995 -0.797 0.160 5.205 -0.308
C 0.692 -0.582 3.780 -2.528 -4.744 -4.371 0.194
N 1.232 0.262 2.925 0.843 1.124 -0.686 0.266
O 0.080 -1.776 3.366 2.792 5.241 2.071 -0.736
H 0.178 -0.679 5.694 0.948 0.810 -0.732 0.311
H 1.199 0.746 5.256 -0.768 -1.435 -0.394 0.247
H 1.145 -0.002 1.947 0.329 0.386 0.674 -0.371
H 1.602 1.251 3.148 -0.532 -2.345 -0.412 0.415
N 4.558 0.666 -1.639 -0.642 -0.045 -2.524 -0.344
C 4.276 0.661 -0.349 -3.547 3.444 1.275 0.351
N 5.174 0.021 0.413 0.377 -0.482 2.910 -0.353
O 3.203 1.370 0.115 4.623 -3.169 -1.382 -0.653
H 3.873 1.086 -2.331 0.979 -0.180 1.162 0.200
H 5.168 -0.037 -2.061 -0.218 0.387 0.593 0.205
H 4.989 0.003 1.460 0.509 0.066 -2.186 0.266
H 6.133 -0.170 0.071 -1.338 0.199 0.457 0.201
N 1.250 -0.492 0.386 4.582 1.794 -0.926 1.864
C 0.031 -0.360 0.071 -4.203 4.849 -3.342 0.121
N -0.623 -1.416 0.410 -5.453 -1.560 -0.209 0.240
O -0.553 0.691 -0.612 2.605 -4.154 2.945 -0.696
H 1.881 0.270 0.145 0.632 0.144 0.113 -0.309
H 1.627 -1.378 0.657 -0.043 -0.219 0.107 -1.187
H -1.652 -1.367 0.204 0.964 -0.359 0.277 0.558
H -0.466 -2.011 1.190 1.000 -0.144 1.035 0.130
C -3.740 0.451 -4.070 0.548 0.822 -2.814 -0.629
C -3.393 1.925 -4.010 -2.440 -2.575 6.273 0.495
C -2.379 2.166 -2.844 -1.703 1.554 -0.326 -0.516
O -2.824 2.438 -5.023 3.319 2.370 -6.856 -0.518
H -2.998 -0.110 -4.599 0.925 -0.316 -0.312 0.337
H -4.613 0.346 -4.678 -0.940 -0.296 -0.224 0.481
H -3.854 -0.003 -3.164 -0.597 -0.908 2.513 -0.507
H -4.407 2.372 -3.913 0.395 0.473 1.097 0.233
H -2.055 3.215 -2.983 -0.019 -0.408 0.387 0.436
H -1.505 1.542 -2.889 0.115 -0.520 -0.126 -0.207
H -2.889 2.074 -1.884 0.241 -0.079 0.044 0.110
H -3.250 2.223 -5.864 0.031 0.049 0.205 0.346
C 0.433 2.982 1.257 -0.368 -1.431 1.005 -0.759
C 1.049 3.400 2.595 -6.925 5.137 -1.934 -0.219
C 0.017 3.264 3.733 -0.050 1.106 1.706 -0.924
O 2.054 2.746 2.953 8.822 -4.245 2.084 -0.528
H -0.377 3.630 0.967 -0.196 0.302 -0.123 0.724
H -0.006 1.990 1.519 0.095 0.624 -0.751 0.080
H 1.118 2.832 0.429 0.302 0.149 0.064 0.099
H 1.435 4.414 2.530 -1.066 1.095 -0.143 0.610
H -0.980 3.550 3.452 -0.573 -0.316 -0.531 0.251
H 0.196 4.029 4.558 0.363 -1.042 -0.796 0.353
H -0.001 2.245 4.219 -0.016 1.055 -0.827 -0.046
H 2.849 3.163 2.567 -0.242 -1.075 0.264 0.393
C -4.200 2.556 2.221 1.154 0.482 -0.785 -2.165
C -2.928 1.941 1.697 2.717 2.914 7.618 1.881
C -2.400 0.871 2.703 0.469 0.859 0.916 -1.012
O -2.995 1.402 0.571 -1.866 -3.630 -8.531 -0.794
H -4.089 2.852 3.231 0.628 1.012 0.923 0.465
H -4.917 1.826 2.360 -2.042 -1.622 -0.564 0.526
H -4.467 3.374 1.564 -0.584 0.120 0.064 0.438
H -2.207 2.774 1.602 -0.005 0.038 0.770 -0.530
H -2.471 1.241 3.750 -0.332 -0.612 -0.476 0.377
H -1.353 0.559 2.608 -0.022 0.468 -0.474 0.113
H -2.929 -0.051 2.483 -0.559 -0.119 0.541 0.488
H -2.153 1.368 0.082 0.456 -0.230 0.001 0.013
C 2.869 -2.934 1.611 0.440 1.022 0.696 0.100
C 2.645 -4.318 1.004 -5.848 3.078 4.357 0.019
C 1.143 -4.433 0.594 1.364 0.149 -1.813 -1.131
O 3.349 -4.639 0.015 5.875 -2.702 -3.869 -0.618
H 3.171 -2.204 0.857 0.130 -0.047 -0.013 -0.464
H 3.651 -2.913 2.377 0.338 -0.220 -0.284 0.428
H 2.017 -2.544 2.182 -0.213 -0.245 -0.285 -0.040
H 2.912 -4.943 1.778 -0.066 -1.936 2.000 0.569
H 0.914 -5.445 0.370 -0.159 -1.150 -0.158 0.461
H 0.965 -3.910 -0.394 0.348 -0.198 0.964 0.189
H 0.433 -4.094 1.265 -1.210 0.797 1.618 0.336
H 3.026 -4.225 -0.736 -0.696 0.877 -2.859 0.234
C 2.663 -2.298 -2.058 -1.878 0.823 -0.575 -0.722
O 2.686 -3.605 -2.586 0.101 0.018 -0.260 -0.612
H 1.624 -2.001 -1.860 0.054 -0.047 -0.208 0.476
H 3.059 -1.563 -2.731 0.478 0.325 -0.582 0.531
H 3.129 -2.147 -1.120 1.051 -0.672 0.801 0.002
H 2.067 -3.581 -3.338 0.312 -0.304 0.575 0.377
C 1.631 0.799 -3.040 -1.250 0.260 0.530 -0.365
O 2.743 1.557 -3.405 0.254 0.686 -0.698 -0.577
H 1.473 -0.069 -3.593 0.246 -1.491 -1.662 0.400
H 0.725 1.348 -3.127 -0.757 0.768 -0.045 0.325
H 1.609 0.436 -2.041 0.686 0.264 1.139 -0.055
H 2.418 2.306 -3.926 0.449 -0.275 0.286 0.427
C -4.351 -1.859 -0.556 -0.098 0.718 -0.929 -0.678
O -3.204 -1.377 0.134 -0.522 -3.170 -0.113 -0.494
H -4.319 -2.944 -0.745 0.530 0.468 0.231 0.274
H -4.358 -1.325 -1.546 -0.571 -0.653 0.778 0.080
H -5.266 -1.676 0.027 0.206 0.178 -0.289 0.306
H -3.245 -0.462 0.272 -0.627 2.726 0.342 0.275
C -1.253 -1.410 -2.710 0.888 1.491 -1.853 -0.086
O -0.677 -2.416 -1.985 0.527 -0.934 0.556 -0.739
H -0.509 -0.607 -2.956 -0.632 -0.307 0.299 -0.172
H -2.086 -0.958 -2.234 -0.758 0.560 0.718 -0.206
H -1.605 -1.732 -3.674 -0.155 -0.700 -0.447 0.491
H -0.557 -2.011 -1.093 0.020 -1.129 -0.491 0.152
```
Positions in Å, forces in eV/Å.

Calculated values
* HOMO-LUMO gap: 0.34228 Ha
* relative energy (zero: lowest compared OMol25 entry of this formula, charge and spin): 5.9942 eV
* HOMO energy: -9.0488 eV
* SMILES: NC(N)=O.NC(N)=O.NC(N)=O.CC(C)O.CC(C)O.CC(C)O.CC(C)O.CO.CO.CO.CO